The following is a quantum chemistry calculation of C18H42F3N4O16SZn2 as an isolated structure, from OMol25.

⟨S²⟩   0.7558
M   790.39 g/mol

The geometry in ORCA input format:
```
! RIJCOSX wB97M-V def2-TZVPD def2/J DEFGRID3
* xyz 0 2
Zn 2.48504 -1.11319 2.65780
Zn 0.21084 1.94172 2.02396
S 1.09944 1.08024 4.40463
O 1.88151 -0.08935 4.14652
O 1.60227 2.20082 3.58214
O -0.16495 0.95469 3.75524
O 1.03259 1.47632 5.84034
O -1.27844 1.44864 0.67843
C -0.94755 0.09202 0.37966
C 0.66422 -0.32852 0.21396
O 1.42328 0.22712 1.30942
H -1.55223 -0.20412 -0.47753
H -1.38368 -0.42798 1.23259
H 1.12493 -0.05892 -0.73639
H 0.74432 -1.41517 0.18442
C 4.82410 -2.69018 0.50470
O 4.27257 -3.15581 -0.71830
O 3.79370 -2.33519 1.44226
C 5.90642 -3.62370 1.04800
F 6.58342 -4.24913 -0.01012
F 6.76964 -2.92375 1.82781
F 5.60085 -4.64052 1.88090
C 3.18059 -2.55392 -1.39196
C 2.91609 -3.24598 -2.78024
H 2.13627 -2.75480 -3.36223
H 3.85342 -3.19982 -3.33465
H 2.62541 -4.29339 -2.69936
H 3.37035 -1.49406 -1.56163
H 2.25031 -2.62940 -0.82895
H 5.33228 -1.78664 0.16784
C -3.49166 2.78614 -1.57479
C -3.69785 3.89247 -0.56064
O -3.29873 5.16676 -1.06225
O -2.15976 2.58937 -1.95937
H -4.14138 2.84757 -2.44782
H -3.97646 1.88197 -1.20664
H -3.11886 3.74071 0.35031
H -4.76689 3.88163 -0.34823
H -3.96624 5.50336 -1.66453
H -1.80522 2.21116 -1.15137
C -4.37682 -0.52629 2.23075
C -3.51412 0.56695 2.95903
O -3.61725 1.88775 2.29216
O -3.93700 -1.80876 2.61734
H -4.28610 -0.31675 1.16493
H -5.41645 -0.50044 2.55723
H -2.48322 0.21482 2.92234
H -3.62850 0.59951 4.04252
H -3.08651 1.78277 1.49913
H -4.55820 -2.41372 2.20536
O -3.23991 0.42757 -3.49682
C -4.01765 -0.38049 -3.13727
N -3.87022 -0.95224 -1.97840
C -5.14065 -0.86382 -4.08103
H -4.45594 -1.73702 -1.73112
H -3.11473 -0.64198 -1.38419
H -5.04721 -0.26409 -4.98640
H -6.11942 -0.67840 -3.63861
H -5.05601 -1.91793 -4.34522
O 1.01275 -2.47770 2.97524
C -0.20167 -2.66678 3.00642
N -0.93597 -1.81225 3.62645
C -0.90790 -3.90956 2.47467
H -1.93876 -1.93059 3.64900
H -0.54059 -0.88474 3.68568
H -0.40236 -4.15629 1.54105
H -1.96998 -3.84305 2.23876
H -0.74174 -4.67955 3.22807
O 4.50214 3.48666 -1.21203
C 4.82923 2.97701 -0.12494
N 4.24528 1.81426 0.18777
C 5.90911 3.53061 0.83923
H 4.45697 1.40636 1.08716
H 3.37664 1.62024 -0.28965
H 6.56148 4.21133 0.29230
H 6.36436 2.67507 1.33814
H 5.45339 4.22025 1.54974
O 1.59154 0.51699 -4.61632
C 0.67456 1.10429 -4.05569
N -0.50436 0.83955 -4.48927
C 0.95997 2.14444 -2.97852
H -1.30352 1.04102 -3.90546
H -0.49163 0.14224 -5.21982
H 1.75369 1.95635 -2.25552
H 0.00676 2.43823 -2.53900
H 1.27284 3.04930 -3.49954
*
```


The following is a quantum chemistry calculation of a 2-piece molecular cluster, C3Br2ClFO overall, from OMol25.

Relative energy (zero: lowest compared OMol25 entry of this formula, charge and spin)   40.2 kcal per mole
M   266.29 g/mol
SMILES string   O=C(F)Br.ClC#CBr

The geometry in ORCA input format:
```
! RIJCOSX wB97M-V def2-TZVPD def2/J DEFGRID3
* xyz 0 1
O 1.81335 -0.43990 -1.81745
C 1.95115 -0.50940 -0.66225
F 2.74236 0.28089 0.05261
Br 1.10511 -1.73480 0.49392
Cl -0.09829 1.80172 1.16808
C -1.35430 0.89530 0.64848
C -2.37793 0.34161 0.33386
Br -3.78144 -0.63543 -0.21726
*
```


The following is a quantum chemistry calculation of one molecule with the formula C2H3P3, from OMol25.

Relative energy (zero: lowest compared OMol25 entry of this formula, charge and spin)   10.8 kcal per mole
M   119.97 g/mol
SMILES string   C1=P[PH]#P=C1

The geometry in ORCA input format:
```
! RIJCOSX wB97M-V def2-TZVPD def2/J DEFGRID3
* xyz 0 1
C -0.05715 0.31022 -0.98667
P -1.58839 0.75165 -0.34439
P -0.79067 0.35992 1.71622
P 1.16250 -0.57913 1.27314
C 1.05231 -0.26324 -0.39136
H -0.01711 0.44055 -2.08253
H -1.78183 -0.69755 1.90257
H 2.02033 -0.32241 -1.08697
*
```


The following is a quantum chemistry calculation of a 3-piece molecular cluster, C15H18F2NO2 overall, from OMol25.

Relative energy (zero: lowest compared OMol25 entry of this formula, charge and spin)   0.0 kcal per mole
M   282.31 g/mol

The geometry in ORCA input format:
```
! RIJCOSX wB97M-V def2-TZVPD def2/J DEFGRID3
* xyz 1 1
N 0.08060 -1.21290 3.78212
C 0.60421 0.18194 4.08440
C 1.42261 0.62824 2.86898
C 2.88764 0.28791 3.08501
O 3.28469 -0.82851 2.86410
O 3.68290 1.31601 3.48749
H 0.84404 -1.77790 3.38633
H -0.28045 -1.68326 4.61495
H -0.66648 -1.16773 3.08419
H -0.24781 0.83215 4.28769
H 1.21604 0.07376 4.98607
H 1.09558 0.04987 1.99630
H 1.27099 1.68761 2.65002
H 3.93663 1.24262 4.41957
F -1.75655 -3.56556 -1.43130
C -0.68898 -2.97302 -0.87470
C -0.13249 -3.53784 0.25753
C 0.97274 -2.91833 0.82575
C 1.49563 -1.75806 0.26560
C 0.91512 -1.21323 -0.87222
C -0.18686 -1.82300 -1.45281
H -0.55197 -4.44771 0.66504
H 1.44539 -3.36085 1.69648
H 2.36481 -1.29353 0.70926
H 1.31302 -0.30835 -1.31011
H -0.65311 -1.41915 -2.34101
F -0.55978 1.52207 -1.70015
C -1.27319 1.97533 -2.76455
C -2.36988 1.24979 -3.18078
C -3.09253 1.71527 -4.27038
C -2.71079 2.88169 -4.91805
C -1.60204 3.58941 -4.47493
C -0.87031 3.13845 -3.38550
H -2.65000 0.34384 -2.65972
H -3.95759 1.16322 -4.61184
H -3.27687 3.23857 -5.76718
H -1.30110 4.49732 -4.97962
H -0.00386 3.67387 -3.02198
*
```


The following is a quantum chemistry calculation of one molecule with the formula C5H10ClNO, from OMol25.

Relative energy (zero: lowest compared OMol25 entry of this formula, charge and spin)   117.9 kcal per mole
M   135.59 g/mol

The geometry in ORCA input format:
```
! RIJCOSX wB97M-V def2-TZVPD def2/J DEFGRID3
* xyz 0 1
C -1.11326 1.46672 0.14016
C -0.19188 1.00434 1.26943
C 1.13598 -0.49687 0.19902
C -0.84267 -0.04835 -1.73008
C 1.64977 -1.84940 0.25001
N -1.69771 0.28004 -0.64627
O 0.19929 -0.31112 1.11657
Cl -0.50813 1.09689 -3.00176
H -1.87402 2.17323 0.54222
H -0.71985 2.02091 -0.81455
H 0.71878 1.58866 1.40162
H -0.55937 1.03496 2.30018
H 1.84299 0.32344 0.24148
H -0.85433 -1.10673 -1.91145
H 0.68458 -2.38746 -0.02627
H 1.78230 -2.23493 1.26788
H 2.36725 -2.13516 -0.56290
H -2.01972 -0.41918 -0.03530
*
```


The following is a quantum chemistry calculation of C13H24Cl3CsN3O3V as an isolated structure, from OMol25.

Relative energy (zero: lowest compared OMol25 entry of this formula, charge and spin)   5.5 kcal per mole
M   560.56 g/mol

The geometry in ORCA input format:
```
! RIJCOSX wB97M-V def2-TZVPD def2/J DEFGRID3
* xyz 2 1
N 1.93486 -0.27696 0.32244
C 2.82147 -0.77148 0.99258
O 3.71076 -1.26061 1.60866
Cs 2.01102 -0.27294 -2.76454
V 0.00461 -0.01001 0.29685
N -0.42933 -1.42072 -0.87031
N -0.28442 1.56964 -0.68700
C -0.34284 -2.87866 -0.52155
C 0.35880 2.91277 -0.70079
C 0.85313 -3.47569 -1.26313
C -1.64499 -3.60323 -0.86298
C -0.11498 -3.04198 0.97702
C 0.06530 3.61462 -2.03632
C -0.16210 3.77779 0.46084
C 1.86892 2.77214 -0.53071
H 0.77557 -3.36628 -2.35600
H 0.93893 -4.55048 -1.05181
H 1.79380 -3.00898 -0.92685
H -2.49355 -3.12327 -0.35857
H -1.60157 -4.64058 -0.50602
H -1.85875 -3.64275 -1.93723
H 0.79676 -2.55099 1.33971
H -0.01478 -4.11487 1.20364
H -0.96841 -2.66215 1.55580
H 0.36848 2.98865 -2.89084
H 0.62719 4.55766 -2.10481
H -1.00223 3.84670 -2.15470
H -1.23214 3.99687 0.36774
H 0.37019 4.74229 0.48670
H 0.00263 3.27459 1.42514
H 2.13618 2.15952 0.33970
H 2.31086 3.77159 -0.39332
H 2.35465 2.34405 -1.42347
C -1.75351 1.59028 -0.79837
H -2.15790 0.67061 -0.33580
H -2.21760 2.45145 -0.28931
H -2.08855 1.62047 -1.85074
C -0.91315 -1.12789 -2.23873
H -2.00192 -1.28525 -2.33998
H -0.75326 -0.05846 -2.48506
H -0.43231 -1.77348 -3.01152
Cl 0.21488 -0.76463 5.92993
C -0.44349 0.19261 4.59208
Cl -2.22832 0.04025 4.52733
Cl 0.03321 1.91062 4.73765
C 0.14889 -0.29522 3.20133
O 1.04196 -1.13730 3.14597
O -0.40297 0.30966 2.17935
*
```


The records above give, respectively, max |F| values of 7.83 1.14 3.13 0.76 3.77 4.12 eV/Å.
The records above give, respectively, electronic energy values of -173888.488 -160480.695 -29987.174 -26860.325 -21402.422 -88271.012 eV.